(1)
Molecular formula: C53H44BN10P2TcTe
Method: DFT, the ωB97M-V functional and the def2-TZVPD basis

Structure (XYZ):
```
112
Properties=species:S:1:pos:R:3:forces:R:3:mulliken_charge:R:1
Tc -0.729851 -0.873359 0.028666 0.374 0.637 0.283 -3.00
C -1.903307 2.816601 -3.024034 -0.029 -0.032 0.043 -0.17
C -1.045164 1.691599 -3.555125 0.043 0.129 0.006 -0.62
N -1.379623 0.719810 -1.375542 -0.118 -0.074 -0.154 1.04
N -2.612127 1.449622 -1.153501 0.028 -0.057 0.030 -0.20
C -2.897548 2.356851 -2.021978 0.012 0.055 -0.026 0.05
B -3.541714 1.196204 0.162880 0.051 -0.046 -0.106 0.00
N -3.935430 -0.257260 0.236451 0.059 -0.017 -0.050 -0.31
C -5.126556 -0.870354 0.428090 0.010 -0.001 0.081 -0.01
C -4.937648 -2.226864 0.370150 0.038 0.000 0.006 -1.84
C -3.568678 -2.381098 0.148499 -0.024 0.011 0.048 -0.21
N -2.957938 -1.203026 0.087800 -0.055 -0.191 -0.128 0.84
N -2.639247 1.527341 1.443486 0.039 0.033 -0.103 -0.20
C -2.879400 2.447727 2.308338 -0.027 0.069 0.083 -0.06
C -1.816706 2.933228 3.223782 0.000 -0.025 -0.040 -0.07
C -0.905734 1.827954 3.704243 0.036 0.109 0.006 -0.63
N -1.390270 0.817504 1.568516 -0.083 -0.049 0.093 1.20
N -4.660273 2.195326 0.051370 -0.105 -0.043 0.311 0.42
C -5.952754 2.102625 -0.382793 0.070 0.025 -0.193 -0.23
C -6.459682 3.366398 -0.492164 0.025 0.036 -0.023 -0.99
C -5.395498 4.208065 -0.111984 -0.018 0.016 -0.009 -0.35
N -4.316800 3.516252 0.200357 -0.074 -0.010 0.013 -0.99
H -2.284944 3.601332 -3.668687 0.033 0.002 -0.010 0.63
H -0.533818 1.722069 -4.506268 -0.045 -0.059 -0.014 0.20
H -3.826246 2.895821 -1.892097 0.026 -0.007 -0.020 0.44
H -6.027129 -0.323152 0.634208 -0.003 0.063 -0.008 0.66
H -5.683152 -2.994774 0.479715 0.020 0.005 -0.006 0.50
H -3.005014 -3.289852 0.028340 -0.007 0.006 -0.013 0.50
H -3.818370 2.975182 2.217346 0.022 -0.013 -0.003 0.64
H -2.152952 3.726012 3.883473 0.034 0.003 0.006 0.58
H -0.321072 1.890239 4.610733 -0.040 -0.059 0.016 0.30
H -6.418550 1.169141 -0.639390 0.030 -0.047 0.035 0.56
H -7.451230 3.644014 -0.805614 0.018 0.008 0.018 0.48
H -5.374954 5.285993 -0.058083 -0.005 -0.025 0.004 0.49
C -0.921527 -3.777568 3.340440 0.006 0.045 0.012 -1.07
C -0.790581 -5.003524 2.701063 -0.003 -0.041 -0.025 -1.14
C -0.646243 -5.030774 1.329339 0.009 -0.028 0.030 -0.95
C -0.634071 -3.839873 0.604005 0.011 0.040 0.039 0.06
N -0.696527 -2.647122 1.238418 0.007 -0.018 0.069 2.00
C -0.848220 -2.639131 2.572992 -0.017 -0.027 -0.070 -0.28
C -0.677186 -3.739343 -0.853684 -0.019 0.044 0.000 0.00
C -0.744153 -4.855354 -1.691361 -0.002 -0.013 -0.012 -0.59
C -0.940274 -4.692903 -3.049539 0.001 -0.021 0.011 -1.23
C -1.076517 -3.410359 -3.567910 0.003 0.022 -0.004 -1.10
C -0.975973 -2.308942 -2.732418 -0.014 -0.023 0.030 0.08
C -0.764617 -2.428623 -1.353150 -0.015 -0.162 -0.202 2.56
H -1.044767 -3.700320 4.411051 -0.001 -0.006 -0.007 0.57
H -0.812154 -5.925514 3.266983 0.002 0.006 -0.005 0.46
H -0.568375 -5.973997 0.809070 -0.001 0.000 -0.001 0.59
H -0.878086 -1.667901 3.051058 -0.016 0.004 0.020 0.13
H -0.656251 -5.857118 -1.289119 -0.003 0.013 -0.001 0.41
H -0.993171 -5.554623 -3.701028 0.001 0.004 0.010 0.45
H -1.235235 -3.270254 -4.630155 0.005 -0.002 0.013 0.47
H -1.007639 -1.331697 -3.216327 -0.011 0.006 0.011 0.23
Te 4.521294 -0.778736 0.049227 0.073 0.080 -0.014 0.42
C 5.210764 1.231000 -0.046422 -0.008 0.064 0.023 0.08
C 5.438690 1.967056 1.110357 0.013 -0.010 0.010 -0.31
C 5.819378 3.298977 0.998180 -0.002 -0.017 -0.063 -0.51
N 5.987163 3.918835 -0.167255 0.006 -0.007 0.002 -0.60
C 5.815760 3.197692 -1.272299 -0.001 -0.011 0.064 -0.54
C 5.435830 1.860685 -1.264400 0.019 -0.030 -0.019 -0.31
C 2.488816 -0.447888 0.032944 -0.012 -0.199 0.040 -2.17
P 1.303462 -0.423749 1.274737 -0.204 -0.071 -0.195 3.46
C 1.855221 -1.408045 2.689806 0.062 -0.081 -0.019 0.91
C 1.984520 -0.905195 3.980102 -0.086 -0.039 0.027 -0.49
C 2.476660 -1.712876 4.999502 -0.023 0.022 0.002 -0.87
C 2.849303 -3.020353 4.731294 -0.002 -0.011 0.001 -0.68
C 2.737534 -3.525017 3.439867 -0.012 0.003 -0.011 -0.86
C 2.244366 -2.723839 2.426473 0.071 0.016 0.000 -0.30
C 1.013129 1.237458 1.965353 0.114 0.054 0.087 -0.33
C -0.368200 1.669962 2.297347 -0.023 -0.045 -0.033 -0.67
C -0.684546 3.177121 2.123455 -0.010 -0.014 0.012 0.69
C 0.479901 4.020714 2.536708 0.021 0.015 -0.009 -1.57
C 1.718193 3.531032 2.486322 -0.019 -0.008 0.010 -0.76
C 1.982882 2.151988 2.059079 0.010 0.017 0.033 0.13
P 1.297648 -0.525978 -1.207985 -0.160 -0.085 0.077 2.75
C 0.992217 1.112200 -1.951928 0.084 0.031 -0.090 0.15
C 1.962070 2.009850 -2.147412 0.012 0.020 -0.042 -0.12
C 1.680653 3.380788 -2.589349 -0.016 0.001 -0.006 -0.79
C 0.448609 3.886943 -2.549321 0.031 0.017 0.002 -1.58
C -0.687747 3.067955 -2.023067 -0.007 -0.009 0.008 0.80
C -0.402559 1.555378 -2.191106 -0.018 -0.017 0.037 -1.09
C 1.896161 -1.539804 -2.579669 0.086 -0.056 0.007 0.92
C 2.242300 -2.860462 -2.287724 0.050 0.002 0.017 -0.42
C 2.752955 -3.684323 -3.272983 -0.006 0.002 -0.002 -0.90
C 2.931828 -3.195806 -4.563162 0.001 -0.013 0.011 -0.75
C 2.607024 -1.882065 -4.856735 -0.015 0.029 -0.002 -0.85
C 2.092368 -1.052614 -3.866295 -0.085 -0.032 -0.029 -0.47
H 5.332436 1.515176 2.089826 0.005 0.001 -0.012 0.54
H 6.001251 3.891971 1.888620 0.002 0.007 -0.014 0.43
H 5.994404 3.709209 -2.212424 0.002 0.007 0.010 0.44
H 5.329434 1.322454 -2.199162 -0.002 0.003 0.008 0.56
H 1.719052 0.122176 4.197672 0.007 0.005 -0.012 0.37
H 2.582064 -1.312769 5.999667 0.001 -0.007 -0.011 0.46
H 3.241421 -3.644291 5.523779 -0.002 0.008 -0.005 0.45
H 3.044435 -4.540654 3.225153 -0.001 0.011 0.004 0.51
H 2.171884 -3.114113 1.416529 -0.006 0.017 0.007 0.19
H -1.616513 0.065081 2.220953 -0.043 0.008 0.004 0.31
H -1.078545 3.511648 1.156616 -0.008 0.013 0.003 -0.12
H 0.292496 5.061045 2.773304 -0.007 -0.015 -0.003 0.55
H 2.564279 4.167483 2.712818 -0.015 -0.001 -0.002 0.57
H 3.000101 1.889579 1.789340 -0.047 -0.015 0.006 -0.26
H 2.994094 1.742303 -1.947955 -0.046 -0.011 -0.011 -0.09
H 2.512417 4.000285 -2.900332 -0.013 -0.003 0.004 0.56
H 0.254608 4.924169 -2.794352 -0.006 -0.018 0.005 0.56
H -0.995248 3.426807 -1.033616 -0.004 0.008 0.003 -0.19
H -1.673572 -0.022457 -2.018457 -0.042 0.030 -0.020 0.39
H 2.109673 -3.243887 -1.281877 0.001 0.025 -0.019 0.24
H 3.016662 -4.707484 -3.038376 -0.001 0.010 -0.005 0.51
H 3.334153 -3.839192 -5.334524 -0.003 0.002 0.005 0.43
H 2.758588 -1.495260 -5.856224 0.002 -0.006 0.012 0.49
H 1.847682 -0.026379 -4.109476 0.007 0.005 0.015 0.40
```
Positions in Å, forces in eV/Å.

Calculated total energy ... -3649.31178 Eh
Multiplicity ... 3
⟨S²⟩ ... 2.01
ΔE to the lowest compared entry with this formula, charge and spin ... 7.640 eV
Charge ... +2
Frontier orbital gap (alpha / beta) ... 5.8256 / 5.8418 eV



(2)
Molecular formula: C53H44Cl2N4OP2RuS2Se2
Method: DFT, the ωB97M-V functional and the def2-TZVPD basis

Structure (XYZ):
```
111
Properties=species:S:1:pos:R:3:forces:R:3:mulliken_charge:R:1
Ru 0.058078 -0.129254 0.085806 0.592 -0.200 -0.437 1.03
O -3.408265 -1.037153 0.435686 0.102 0.019 -0.169 -0.81
S -2.578107 -0.004755 -0.208708 -0.337 -0.096 -0.012 0.97
C -3.214523 1.557660 0.328621 0.182 -0.003 0.028 0.83
C -4.574537 1.766483 0.142751 -0.027 -0.056 -0.032 -0.62
C -5.129240 2.945026 0.600724 -0.069 0.106 -0.006 -0.85
C -4.328038 3.883925 1.245516 -0.036 0.020 0.000 -1.18
C -2.982637 3.635094 1.466451 -0.035 0.029 0.076 -0.51
C -2.395992 2.460750 0.997127 0.072 -0.119 -0.127 0.46
P -0.682760 2.014212 1.442315 -0.043 0.369 0.269 0.83
C 0.530389 3.248585 0.911037 0.106 -0.137 -0.045 1.82
C 0.325440 4.627589 0.910674 -0.015 0.012 0.014 -0.91
C 1.380907 5.480157 0.627294 0.054 0.037 0.007 -0.49
C 2.650710 4.972009 0.365379 -0.008 0.067 -0.010 -0.97
C 2.869757 3.602698 0.385374 0.009 -0.016 0.009 -0.44
C 1.810010 2.749811 0.654808 -0.152 0.083 0.112 -0.02
C -0.780255 2.246047 3.241359 0.104 -0.339 -0.002 0.58
C 0.171267 3.000991 3.925860 -0.012 0.007 -0.012 -0.74
C 0.045119 3.187686 5.296823 0.060 0.012 -0.003 -0.73
C -1.006127 2.600634 5.988076 0.000 0.021 0.031 -0.70
C -1.938095 1.818551 5.312464 -0.018 0.004 -0.013 -0.84
C -1.829366 1.642483 3.942922 0.101 -0.037 -0.046 -0.68
C -2.912220 -0.004382 -1.966554 0.191 0.066 -0.055 0.45
C -3.910396 -0.847383 -2.422097 -0.032 -0.078 0.107 -0.48
C -4.087990 -0.991225 -3.791608 0.040 0.008 -0.100 -0.95
C -3.251977 -0.314278 -4.669714 -0.033 -0.033 -0.026 -1.00
C -2.267426 0.549649 -4.197810 -0.069 0.010 -0.028 -0.44
C -2.089681 0.734093 -2.831082 -0.079 -0.061 0.271 -0.55
P -0.956959 1.964051 -2.075338 -0.284 0.410 -0.487 1.39
C -1.987245 3.476824 -2.056375 0.173 -0.089 0.254 1.33
C -1.327351 4.685666 -1.802791 0.039 -0.005 -0.054 -0.89
C -2.007863 5.886321 -1.899493 0.021 0.003 0.010 -0.83
C -3.352334 5.896121 -2.259692 0.006 -0.002 0.010 -0.88
C -4.008992 4.700725 -2.514786 -0.048 -0.028 0.028 -0.76
C -3.335963 3.490443 -2.401869 -0.086 -0.044 0.008 -0.69
C 0.304442 2.559170 -3.252660 0.145 -0.143 0.117 1.41
C 1.629735 2.679451 -2.843152 -0.062 0.024 -0.021 0.34
C 2.572608 3.268577 -3.675112 0.027 -0.004 -0.011 -0.87
C 2.197103 3.731549 -4.927865 -0.001 -0.005 0.009 -0.90
C 0.867568 3.642645 -5.329812 0.007 0.041 -0.040 -1.13
C -0.080984 3.083579 -4.490672 -0.069 -0.032 -0.002 -1.24
H -5.187093 1.011857 -0.340116 0.043 0.062 0.023 0.57
H -6.188027 3.130717 0.463853 0.067 0.006 0.024 0.52
H -4.765372 4.805375 1.610152 0.013 -0.045 -0.007 0.50
H -2.407546 4.335180 2.058152 0.007 -0.001 -0.024 0.52
H -0.648330 5.048241 1.121382 0.012 -0.021 -0.010 0.30
H 1.216307 6.551077 0.625814 0.019 -0.047 -0.002 0.48
H 3.472053 5.648149 0.158597 -0.059 -0.025 0.024 0.44
H 3.861466 3.202441 0.206618 -0.065 0.007 0.006 0.52
H 1.992773 1.680459 0.711324 0.083 -0.098 0.013 -0.51
H 1.004352 3.447150 3.398059 -0.014 0.028 0.030 0.50
H 0.773186 3.793511 5.824401 -0.060 -0.043 -0.041 0.49
H -1.103645 2.754658 7.056662 0.010 -0.020 -0.073 0.46
H -2.753908 1.355408 5.853782 0.032 0.014 -0.029 0.49
H -2.558698 1.030894 3.422615 -0.033 0.039 0.012 0.61
H -4.512145 -1.407938 -1.711640 0.076 0.063 -0.086 0.69
H -4.854054 -1.655857 -4.170297 0.033 0.015 0.009 0.50
H -3.367005 -0.457529 -5.737482 0.002 0.014 0.051 0.49
H -1.636807 1.072727 -4.904115 -0.028 -0.025 0.013 0.54
H -0.268917 4.688174 -1.567915 -0.086 0.009 -0.076 0.75
H -1.484615 6.819069 -1.720060 -0.044 -0.065 -0.013 0.53
H -3.882446 6.836008 -2.357080 0.033 -0.048 0.008 0.45
H -5.050853 4.705755 -2.812560 0.055 0.004 0.007 0.51
H -3.866055 2.571592 -2.620923 0.020 0.007 0.008 0.42
H 1.918663 2.347453 -1.857673 0.033 -0.051 0.017 0.03
H 3.599963 3.371808 -3.341215 -0.086 -0.002 -0.021 0.53
H 2.929659 4.188946 -5.582580 -0.047 -0.027 0.042 0.47
H 0.562307 4.044122 -6.288697 0.022 -0.034 0.043 0.48
H -1.123073 3.094928 -4.786993 0.042 0.026 0.006 0.53
Se 3.914846 -0.201367 -0.337046 0.081 0.226 -0.070 0.05
Se 2.392820 -1.583277 0.760975 -0.319 0.044 0.085 0.04
C 2.589123 -0.864923 2.537404 -0.199 -0.019 0.124 0.36
C 3.726278 -1.129636 3.272997 0.112 -0.146 -0.049 -0.75
C 3.706976 -0.786583 4.617996 0.091 -0.032 0.039 -0.53
C 2.546295 -0.262184 5.154123 -0.076 0.073 0.051 -0.94
C 1.462229 -0.029159 4.319480 0.073 0.068 -0.231 -0.03
N 1.491370 -0.284138 3.005525 -0.069 -0.069 0.101 0.31
C 2.898351 -0.220096 -1.960017 -0.082 -0.099 0.139 -0.30
C 3.619049 -0.187735 -3.141771 0.018 0.000 -0.099 -1.03
C 2.934892 -0.271136 -4.343983 0.130 0.027 -0.054 -0.93
C 1.559696 -0.418516 -4.316390 -0.042 -0.020 -0.081 -1.32
C 0.923389 -0.430256 -3.094418 0.189 -0.017 0.122 -0.89
N 1.563446 -0.315755 -1.916303 -0.268 0.318 -0.060 2.46
H 4.582709 -1.620352 2.828194 -0.018 0.016 0.026 0.51
H 4.572666 -0.970365 5.240262 0.001 0.002 -0.008 0.46
H 2.470873 -0.032534 6.208769 0.003 -0.019 -0.031 0.49
H 0.537385 0.364627 4.715582 -0.064 0.101 -0.034 0.39
H 4.699301 -0.126069 -3.111917 -0.022 -0.033 -0.029 0.56
H 3.474312 -0.248639 -5.283188 -0.011 -0.007 0.042 0.56
H 0.983146 -0.525363 -5.226487 0.011 0.019 0.051 0.64
H -0.145488 -0.553243 -3.048938 -0.051 -0.081 0.031 0.41
Cl -0.715983 -2.249719 1.704429 -0.109 -0.215 0.087 0.08
C -2.101979 -2.530505 2.831786 0.068 0.133 0.380 -0.33
Cl -1.759177 -1.923440 4.439684 0.015 -0.016 -0.071 -0.08
H -2.233409 -3.603417 2.871445 0.065 -0.091 -0.055 0.52
H -2.957770 -2.023444 2.420544 -0.118 0.088 -0.170 0.07
N -0.908862 -5.860458 -5.199475 0.057 0.081 0.101 -0.32
C -1.792348 -5.119043 -4.523082 -0.280 -0.026 -0.126 0.22
S -3.382014 -5.031023 -4.950409 0.251 0.120 0.133 -0.30
C -1.252980 -4.321653 -3.369717 0.103 -0.080 -0.082 1.10
C -2.111367 -3.843389 -2.392208 -0.108 -0.083 0.057 -0.83
C -1.624870 -3.023327 -1.396118 0.061 0.053 -0.009 -0.93
N -0.351490 -2.610245 -1.324857 -0.124 0.082 0.002 0.49
C 0.492454 -3.152097 -2.212734 0.071 -0.024 0.243 -0.68
C 0.096407 -4.007048 -3.223965 0.053 0.019 -0.124 -1.16
H -1.240816 -6.411094 -5.973086 -0.047 -0.052 -0.087 0.23
H 0.046461 -5.983619 -4.916895 0.023 -0.068 0.092 0.17
H -3.159122 -4.109321 -2.418629 0.002 0.000 -0.032 0.59
H -2.297718 -2.681683 -0.623232 0.012 0.065 0.041 0.79
H 1.543196 -2.907607 -2.103048 -0.046 0.069 -0.055 0.41
H 0.852274 -4.372773 -3.907826 -0.031 0.031 0.034 0.29
```
Positions in Å, forces in eV/Å.

Calculated total energy ... -9636.59309 Eh
Multiplicity ... 6
⟨S²⟩ ... 8.77
Charge ... +3
Frontier orbital gap (alpha / beta) ... 6.6012 / 3.9221 eV